DFT (ωB97M-V/def2-TZVPD) results for a cluster of 16 separate species, C116H128N10O19 in total at a distorted geometry.

Results
Lowest unoccupied orbital energy   -1.4 eV
Maximum force   0.1414 Eh/bohr
E_HOMO   -7.931 eV
DFT total energy   -6474.0343 Eh
Kohn-Sham gap   6.532 eV

Geometry (Å):
C: -5.020 -1.066 6.481
C: -3.514 -1.415 6.658
N: -2.590 -0.519 5.960
C: -2.812 -0.306 4.544
C: -2.291 1.104 4.130
C: -1.259 -0.994 6.238
C: -0.636 -0.586 7.550
H: -5.417 -1.453 5.543
H: -5.299 -0.021 6.616
H: -5.577 -1.578 7.265
H: -3.251 -1.402 7.716
H: -3.403 -2.458 6.361
H: -2.378 -1.024 3.848
H: -3.832 -0.389 4.168
H: -2.981 1.651 3.487
H: -2.197 1.754 5.000
H: -1.307 1.170 3.664
H: -0.725 -0.431 5.472
H: -1.219 -2.036 5.920
H: -0.718 0.476 7.783
H: 0.363 -1.008 7.657
H: -1.229 -1.072 8.324
C: 7.086 0.532 -1.898
C: 7.928 -0.318 -0.931
N: 7.563 -0.108 0.476
C: 6.160 0.160 0.862
C: 5.219 -1.037 0.749
C: 8.200 -0.997 1.527
C: 9.787 -0.985 1.484
H: 6.055 0.186 -1.965
H: 7.596 0.551 -2.862
H: 7.033 1.543 -1.494
H: 7.916 -1.365 -1.234
H: 8.927 0.100 -1.050
H: 6.053 0.656 1.827
H: 5.738 0.951 0.242
H: 4.149 -0.831 0.724
H: 5.341 -1.334 -0.293
H: 5.431 -1.855 1.437
H: 7.808 -1.994 1.331
H: 7.812 -0.640 2.481
H: 10.204 -1.979 1.647
H: 10.152 -0.470 2.373
H: 10.208 -0.487 0.610
C: -4.041 -2.859 -5.689
C: -3.093 -1.772 -5.179
N: -1.890 -1.423 -5.946
C: -1.053 -0.321 -5.409
C: -2.010 0.904 -5.335
C: -1.084 -2.654 -6.151
C: -0.462 -2.505 -7.508
H: -3.886 -3.747 -5.077
H: -4.032 -2.897 -6.778
H: -5.036 -2.590 -5.333
H: -3.752 -0.917 -5.335
H: -2.966 -1.850 -4.099
H: -0.686 -0.570 -4.413
H: -0.138 -0.023 -5.921
H: -1.452 1.733 -4.898
H: -2.335 1.178 -6.339
H: -3.025 0.925 -4.938
H: -1.511 -3.653 -6.059
H: -0.291 -2.800 -5.417
H: 0.141 -3.270 -7.998
H: 0.205 -1.645 -7.446
H: -1.192 -2.156 -8.238
O: -3.481 -6.831 -2.237
C: -2.971 -7.927 -1.912
N: -2.934 -8.012 -0.625
C: -2.191 -8.895 -2.801
H: -3.348 -7.222 -0.150
H: -2.824 -8.895 -0.148
H: -2.534 -8.843 -3.834
H: -2.411 -9.911 -2.473
H: -1.123 -8.896 -2.583
O: 1.159 2.668 2.055
C: 1.590 2.570 0.930
N: 1.281 3.336 -0.020
C: 2.902 1.712 0.738
H: 1.956 3.598 -0.724
H: 0.387 3.803 -0.071
H: 2.546 1.092 -0.085
H: 3.159 0.999 1.522
H: 3.741 2.359 0.484
O: 7.305 -5.173 -1.368
C: 6.297 -4.735 -1.969
N: 6.304 -3.556 -2.581
C: 5.031 -5.528 -1.781
H: 5.600 -3.015 -3.063
H: 7.209 -3.130 -2.439
H: 4.407 -5.423 -2.669
H: 4.658 -5.274 -0.789
H: 5.215 -6.602 -1.746
O: 3.989 -0.640 -7.873
C: 3.946 -0.724 -6.671
N: 5.028 -0.684 -5.905
C: 2.660 -0.861 -5.792
H: 5.855 -0.626 -6.482
H: 5.052 -0.089 -5.090
H: 1.727 -0.467 -6.195
H: 2.984 -0.578 -4.791
H: 2.452 -1.911 -5.589
O: 1.527 -1.503 -1.790
C: 0.331 -1.260 -1.641
N: -0.599 -2.205 -1.772
C: -0.024 0.181 -1.515
H: -0.307 -3.165 -1.886
H: -1.542 -1.964 -1.503
H: -1.096 0.340 -1.630
H: 0.356 0.721 -2.382
H: 0.368 0.845 -0.744
O: -3.886 -1.288 -1.430
C: -4.772 -2.161 -1.593
N: -5.795 -1.948 -2.360
C: -4.638 -3.551 -1.019
H: -6.131 -1.031 -2.618
H: -6.553 -2.615 -2.374
H: -5.399 -4.212 -0.602
H: -3.895 -3.364 -0.244
H: -3.941 -4.116 -1.638
O: 3.345 3.987 -1.900
C: 4.450 4.509 -1.934
N: 5.000 4.644 -3.134
C: 5.180 5.070 -0.695
H: 5.705 5.356 -3.261
H: 4.551 4.327 -3.981
H: 6.262 5.133 -0.816
H: 5.002 4.403 0.149
H: 4.889 6.069 -0.370
C: 2.341 -4.564 1.734
C: 2.156 -4.190 0.430
C: 1.930 -5.188 -0.533
C: 2.013 -6.529 -0.127
C: 2.496 -6.925 1.137
C: 2.549 -5.878 2.080
C: 2.818 -8.345 1.359
O: 3.164 -8.836 2.480
C: 3.234 -9.130 0.152
C: 4.113 -10.187 0.274
C: 4.507 -10.894 -0.841
C: 4.159 -10.431 -2.114
C: 3.157 -9.535 -2.240
C: 2.757 -8.802 -1.092
C: 1.816 -7.581 -1.206
O: 1.255 -7.321 -2.265
H: 2.556 -3.826 2.493
H: 2.032 -3.143 0.194
H: 1.786 -4.951 -1.577
H: 2.986 -6.139 3.032
H: 4.518 -10.418 1.248
H: 5.239 -11.685 -0.763
H: 4.469 -11.072 -2.926
H: 2.698 -9.516 -3.217
C: 2.924 -0.800 4.454
C: 2.642 -1.584 5.551
C: 3.532 -1.643 6.642
C: 4.714 -0.892 6.677
C: 4.968 -0.060 5.595
C: 4.139 -0.147 4.430
C: 6.103 0.934 5.722
O: 6.475 1.606 4.704
C: 6.616 1.214 7.127
C: 7.481 2.327 7.284
C: 8.000 2.686 8.488
C: 7.598 1.960 9.625
C: 6.808 0.727 9.409
C: 6.324 0.353 8.203
C: 5.468 -0.838 7.923
O: 5.254 -1.636 8.818
H: 2.316 -0.733 3.565
H: 1.856 -2.317 5.438
H: 3.289 -2.305 7.460
H: 4.553 0.531 3.699
H: 7.768 2.930 6.435
H: 8.575 3.596 8.572
H: 7.941 2.201 10.621
H: 6.561 0.075 10.234
C: -2.328 5.952 -9.037
C: -2.071 4.693 -8.555
C: -1.449 4.492 -7.385
C: -0.949 5.589 -6.660
C: -1.139 6.898 -7.219
C: -1.959 7.054 -8.331
C: -0.721 8.042 -6.474
O: -0.712 9.201 -7.005
C: -0.144 7.842 -5.076
C: 0.142 8.888 -4.275
C: 0.992 8.866 -3.226
C: 1.370 7.674 -2.724
C: 0.970 6.452 -3.428
C: 0.162 6.538 -4.579
C: -0.289 5.351 -5.369
O: -0.120 4.184 -5.027
H: -2.775 5.864 -10.016
H: -2.480 3.868 -9.119
H: -1.418 3.461 -7.063
H: -2.379 7.956 -8.750
H: -0.122 9.846 -4.699
H: 1.249 9.789 -2.728
H: 1.959 7.737 -1.822
H: 1.323 5.554 -2.943
C: -3.038 3.953 -3.316
C: -3.892 3.183 -2.538
C: -5.163 3.581 -2.475
C: -5.687 4.741 -3.151
C: -4.870 5.561 -3.895
C: -3.560 5.077 -4.070
C: -5.272 6.823 -4.516
O: -4.472 7.455 -5.188
C: -6.659 7.191 -4.247
C: -7.168 8.350 -4.780
C: -8.506 8.582 -4.743
C: -9.339 7.954 -3.869
C: -8.935 6.738 -3.424
C: -7.586 6.358 -3.561
C: -7.063 5.075 -2.946
O: -7.793 4.293 -2.350
H: -1.995 3.700 -3.432
H: -3.639 2.221 -2.116
H: -5.898 3.051 -1.888
H: -2.893 5.591 -4.746
H: -6.564 9.059 -5.326
H: -8.989 9.351 -5.328
H: -10.344 8.322 -3.728
H: -9.688 6.260 -2.815
C: -1.456 -6.085 1.567
C: -2.226 -4.926 1.483
C: -2.997 -4.459 2.486
C: -2.906 -5.247 3.728
C: -1.959 -6.286 3.918
C: -1.263 -6.694 2.789
C: -1.985 -7.126 5.197
O: -1.273 -8.158 5.336
C: -3.041 -6.819 6.244
C: -3.140 -7.580 7.382
C: -4.157 -7.479 8.304
C: -5.107 -6.456 8.171
C: -5.040 -5.696 6.984
C: -4.014 -5.822 6.015
C: -3.999 -4.947 4.712
O: -4.861 -4.033 4.557
H: -0.886 -6.307 0.677
H: -2.224 -4.348 0.571
H: -3.713 -3.661 2.358
H: -0.432 -7.382 2.830
H: -2.341 -8.274 7.595
H: -4.143 -8.233 9.076
H: -5.876 -6.339 8.920
H: -5.684 -4.829 6.961
C: -7.125 9.527 2.974
C: -7.324 8.993 1.730
C: -6.354 8.093 1.212
C: -5.335 7.611 1.967
C: -5.239 8.032 3.264
C: -6.145 8.985 3.790
C: -4.317 7.448 4.239
O: -4.150 7.797 5.426
C: -3.327 6.376 3.753
C: -2.414 5.767 4.654
C: -1.718 4.638 4.222
C: -1.810 4.229 2.946
C: -2.628 4.831 2.027
C: -3.440 5.902 2.399
C: -4.439 6.423 1.410
O: -4.501 6.122 0.217
H: -7.916 10.158 3.352
H: -8.190 9.266 1.146
H: -6.497 7.603 0.260
H: -6.054 9.350 4.802
H: -2.367 6.155 5.661
H: -1.189 4.131 5.016
H: -1.305 3.307 2.700
H: -2.751 4.432 1.031

Forces on atoms 1 to 3 (eV/Å):
C 0.32 -0.49 0.49
C -1.40 0.86 -0.34
N -1.49 -0.77 1.04

Atomic partial charges in e from the Mulliken method, atoms 1 to 2:
1 C -1.428
2 C -0.254